The following is a DFT calculation (ωB97M-V/def2-TZVPD) of C32H27N4OPdS3 as an isolated structure.

Highest occupied orbital energy   -10.704 eV
Charge   +1
Orbital gap   7.2 eV

Each line ends with the Löwdin charge.
Positions of all 68 atoms, in Å:
H: -1.69157 -6.05269 -1.48944  0.105
H: -1.36405 -3.32861 -3.22827  0.101
H: 2.25129 -0.81227 5.96022  0.124
C: 0.25803 -0.07346 6.36539  -0.067
H: -0.82303 -7.90180 -0.09815  0.109
H: 0.42080 -3.63720 4.91034  0.112
H: -5.04972 2.62376 -3.06310  0.126
H: -1.65299 5.96578 6.41677  0.074
C: -0.24463 -2.82953 1.51971  -0.398
C: -2.03414 5.75483 5.43101  -0.393
H: -1.41231 -3.71576 -0.73731  0.086
C: -1.02934 -4.52778 -0.13904  -0.022
H: -1.26885 -1.72676 -1.75047  0.107
C: -1.95228 -0.90328 -1.90103  -0.019
S: -1.64716 4.28226 4.66437  1.065
H: -3.01044 -3.41669 -7.22546  0.075
N: 0.95896 -1.64533 4.58784  -0.121
H: -4.17042 0.45496 -4.05976  0.112
C: -1.18707 -5.83832 -0.55609  -0.068
C: 1.24563 -2.97288 5.15239  -0.197
C: -4.40239 3.34661 -1.18324  0.004
S: -3.36042 -1.58838 -5.66396  1.076
C: -3.50086 4.04329 1.04571  0.076
C: 0.38982 -1.52404 3.39221  -0.645
H: 0.30449 -7.40972 2.04412  0.109
H: -0.61990 0.25917 5.81149  0.064
C: -2.60061 -1.79272 -4.13152  -0.485
H: -5.02051 4.23425 -1.22144  0.125
C: -3.56384 3.14897 -0.03153  -0.117
H: -0.03757 -0.89534 7.01828  0.078
C: 2.56676 -3.53075 4.64944  -0.065
C: -2.56066 4.69738 3.26120  -0.483
C: -0.70358 -6.87699 0.22788  -0.068
Pd: -1.07692 -0.09434 0.92576  0.795
C: -4.41935 2.45789 -2.19915  0.006
C: -2.76849 2.00503 0.02655  -0.139
S: 0.11638 0.09617 2.82298  0.744
C: -2.83006 6.53795 4.65328  -0.164
C: -2.79926 1.06293 -1.04052  -0.146
C: -1.92087 -2.98100 -4.08658  -0.109
H: -1.55299 -4.68220 -5.44932  0.110
N: -1.94234 1.75208 1.07604  -0.020
N: -2.00956 -0.02905 -0.92408  0.006
C: -3.13180 5.93178 3.40952  -0.109
C: -3.60003 1.27756 -2.16032  -0.117
C: -3.54943 0.31761 -3.18225  0.050
C: -0.39690 -4.24277 1.06799  -0.134
H: 0.60327 0.74896 6.99178  0.082
H: -3.18575 7.51162 4.95410  0.111
H: 1.66360 0.31888 4.76586  0.076
C: 0.07626 -5.29002 1.85460  -0.015
C: 1.36130 -0.50294 5.41108  -0.246
H: 2.77171 -4.49123 5.12252  0.082
C: -1.89460 2.61243 2.07124  -0.078
H: 3.39266 -2.85751 4.88360  0.078
C: -0.07176 -6.60087 1.43227  -0.062
C: -2.71720 -0.77922 -3.08133  -0.170
H: -3.74386 6.40635 2.65625  0.113
O: -0.41409 -1.94278 0.61377  -0.170
H: 2.53361 -3.67491 3.57006  0.068
C: -2.77338 -3.08614 -6.22740  -0.392
C: -2.02062 -3.72254 -5.28916  -0.164
H: 1.26893 -2.84484 6.23473  0.120
N: 0.09483 -2.67699 2.78100  0.115
H: -4.12036 4.93059 1.02846  0.130
H: 0.56115 -5.06393 2.79334  0.098
C: -2.66451 3.79251 2.11380  -0.170
H: -1.21673 2.36480 2.87840  0.044

The following is a DFT calculation (ωB97M-V/def2-TZVPD) of C14H21AsN4S8W as an isolated structure in a non-equilibrium geometry.

Highest occupied orbital energy (alpha / beta)   -5.844 / -5.845 eV
Charge   0
Orbital gap (alpha / beta)   4.1 / 4.1 eV
Relative energy (zero: lowest compared OMol25 entry of this formula, charge and spin)   0.000 eV

Each line ends with the Löwdin charge.
Positions of all 49 atoms, in Å:
H: -1.09366 -0.73350 3.65557  0.069
N: -0.24350 -0.36385 -2.08180  -0.252
H: 1.11494 -2.19668 -3.71217  0.092
As: -2.78835 3.95610 1.80897  -0.015
H: -1.89514 0.82018 3.98718  0.039
C: 1.84712 0.55830 -2.21609  -0.212
H: -0.70055 -2.50374 2.44050  0.066
S: -2.07651 0.23983 1.68393  0.665
C: 1.48180 -1.99354 1.07024  -0.454
H: 1.77329 2.68306 0.29240  0.030
C: 1.06600 -1.14578 -3.99634  -0.009
H: 2.67839 -0.98108 2.54075  0.088
S: -2.79988 0.25695 -1.06526  0.610
C: 3.90015 1.80854 -2.17799  -0.050
S: -0.98923 2.90107 -1.37623  0.103
C: 3.11711 0.85631 -2.76045  0.002
H: -3.12345 -1.64771 0.76590  0.047
H: 1.57853 -3.03587 1.37248  0.091
H: 1.04619 -1.37362 3.10400  0.072
H: -3.18537 -2.52046 -3.25910  0.102
H: 2.21640 -1.76341 0.29786  0.080
H: -4.30287 -1.58122 -2.36540  0.091
C: 2.17832 2.14607 -0.55731  -0.231
N: 1.40988 1.17502 -1.07082  -0.163
H: -1.56173 -3.44470 1.21417  0.088
C: 0.08843 1.04780 3.25223  -0.506
S: -2.16749 3.52357 3.79499  -0.204
H: 4.86134 2.06370 -2.58890  0.110
C: -2.37801 -1.05977 -2.12125  -0.810
N: -1.17413 -1.20039 -2.56582  -0.039
H: 0.70324 0.85282 4.13038  0.097
C: -2.47319 -1.54496 1.63479  -0.473
C: -1.26155 -2.43972 1.51141  -0.423
N: -3.36353 -1.93303 -2.46030  0.097
W: -0.44712 0.59784 -0.24699  0.560
H: 1.95867 -0.87808 -4.54883  0.068
S: -4.41441 2.67003 1.43460  -0.267
H: -3.04185 -1.75681 2.54013  0.100
S: -0.12385 -1.81661 0.18971  0.883
C: -1.21779 0.29200 3.31338  -0.457
H: 0.19223 -1.01977 -4.63261  0.085
C: 3.40638 2.49154 -1.05299  -0.026
H: 3.43252 0.34019 -3.65211  0.107
C: 1.63266 -1.05857 2.24432  -0.432
C: 0.89916 -0.31372 -2.76682  -0.262
S: 1.10906 0.65676 1.79752  0.865
H: 3.97623 3.27595 -0.58549  0.113
H: -0.10310 2.12280 3.18626  -0.021
S: -0.74178 2.97019 0.59739  -0.111

The following is a DFT calculation (ωB97M-V/def2-TZVPD) of an isolated ion of composition C4H11N2O and charge +1 in a non-equilibrium geometry.

Highest occupied orbital energy   -15.039 eV
SMILES   C[N+](C)(C)NC=O
Charge   +1
Orbital gap   12.1 eV
Relative energy (zero: lowest compared OMol25 entry of this formula, charge and spin)   3.688 eV

Each line ends with the Löwdin charge.
Positions of all 18 atoms, in Å:
O: -0.86376 -1.26956 2.01924  0.086
H: -0.12263 -1.42707 -1.62924  0.091
H: 1.24022 -1.02637 0.97328  0.052
H: -1.13643 1.56818 0.72418  0.171
C: -1.16060 -0.12879 1.91999  -0.289
H: 1.79684 -1.07441 -0.63789  0.133
H: -0.56160 1.76675 -1.38829  0.131
C: 0.39107 1.18751 -1.18148  0.000
H: 0.98389 1.93881 -0.59175  0.128
N: 0.17983 0.11413 -0.18786  -0.333
H: -1.61471 -0.65912 -1.16830  0.127
N: -0.64652 0.65746 0.88085  0.078
H: 2.45691 0.14043 0.55863  0.166
C: -0.65504 -1.03980 -0.81495  0.071
H: -1.91836 0.53044 2.46798  0.173
C: 1.49846 -0.40729 0.21125  0.016
H: -0.78094 -1.76147 -0.06733  0.077
H: 0.91335 0.89018 -2.08830  0.121